1.
44
Properties=species:S:1:pos:R:3:forces:R:3 method="wB97M-V/def2-TZVPD" homo_energy_ev=-1.91 max_force_ev_per_a=2.3 multiplicity=1 total_energy_ev=-296482.3341 orbital_gap_ev=6.13 total_charge=-2
Au 0.1531 -1.0859 -0.0320 0.9 -0.3 -0.2
N 2.4639 -1.7290 1.1656 0.5 0.0 0.3
C 2.8555 -2.7306 0.1864 -0.1 0.0 0.1
C 1.6950 -3.6907 -0.1384 0.0 0.2 0.0
O 1.9779 -4.8599 -0.3763 0.0 0.0 0.0
O 0.5087 -3.1949 -0.1593 0.0 0.0 0.0
H 3.1277 -0.9681 1.2258 0.0 0.0 0.0
H 2.3336 -2.1384 2.0814 0.0 0.0 0.0
H 3.7178 -3.3328 0.4856 0.0 -0.1 -0.1
H 3.1011 -2.2151 -0.7465 0.0 0.0 0.0
N -3.0306 -1.6397 0.0038 -0.4 -0.7 0.3
N -2.3315 -0.7609 -0.8403 0.4 -0.3 -0.8
H -4.0125 -1.8004 -0.2649 -0.2 0.7 0.2
H -3.0074 -1.3103 0.9678 -0.2 0.2 -0.1
H -2.6876 0.1883 -0.8601 -0.4 -0.1 0.4
H -2.3342 -1.1509 -1.7762 0.0 -0.1 0.1
C -2.3222 3.7674 1.3567 -0.1 0.1 0.0
C -1.4267 4.1415 0.3608 0.1 -0.1 0.0
C -0.4977 3.2434 -0.1359 0.0 0.0 0.0
C -0.4143 1.9273 0.3635 0.0 0.0 -0.1
C -1.3444 1.5630 1.3542 0.0 0.0 0.0
C -2.2786 2.4641 1.8370 0.0 0.0 0.0
N 0.4666 0.9953 -0.1334 -0.2 0.0 0.0
C 1.7221 1.3679 -0.5688 0.1 0.1 0.1
C 2.4563 2.4183 0.0195 -0.1 0.0 0.0
C 3.7604 2.6873 -0.3593 0.0 0.0 0.0
C 4.3934 1.9305 -1.3384 0.0 0.0 0.0
C 3.6770 0.9058 -1.9478 0.0 0.1 0.0
C 2.3729 0.6313 -1.5755 0.0 0.0 0.0
H -3.0457 4.4738 1.7432 0.0 0.0 0.0
H -1.4557 5.1485 -0.0412 0.0 0.0 0.0
H 0.1702 3.5410 -0.9346 0.0 0.0 0.0
H -1.2991 0.5484 1.7369 0.0 0.0 0.0
H -2.9745 2.1466 2.6045 0.0 0.0 0.0
H 1.9917 2.9924 0.8112 0.0 0.0 0.0
H 4.2972 3.4924 0.1310 0.0 0.0 0.0
H 5.4270 2.1144 -1.6037 0.0 0.1 0.0
H 4.1427 0.3164 -2.7296 0.0 -0.1 0.0
H 1.8287 -0.1794 -2.0466 0.0 0.0 0.0
Se -5.5769 -3.8010 -2.3195 0.5 0.2 0.3
Sb -4.9300 -4.1081 0.0291 -2.0 -1.1 0.0
Se -2.4047 -3.5591 0.1808 0.2 0.9 -0.2
Se -5.2175 -6.3794 0.8922 0.4 0.4 -0.1
Se -6.0487 -2.3706 1.3915 0.7 0.0 -0.2

=====

2.
22
Properties=species:S:1:pos:R:3:forces:R:3 method="wB97M-V/def2-TZVPD" homo_energy_ev="-9.01 / -9.01" max_force_ev_per_a=2.9 multiplicity=1 total_energy_ev=-14712.7885 orbital_gap_ev="8.11 / 8.11" total_charge=0
B 0.7673 -0.2907 0.8332 1.4 -1.3 0.9
C -1.2702 -0.8984 -1.4378 -0.1 1.9 0.0
C -2.3547 -0.3841 -0.9075 -1.8 1.1 1.6
C -0.0920 -0.0185 -1.5633 -2.1 -2.0 0.1
C -2.4550 0.9682 -0.2061 0.8 -0.9 1.1
C 0.7120 0.2833 -0.6021 0.5 1.1 0.8
C -2.1676 0.9209 1.0943 -0.2 0.1 -0.8
C 2.1733 -1.1515 1.3057 -1.8 1.8 0.1
C 1.9010 1.0975 -1.0007 1.1 -1.9 -0.8
N -1.7424 0.2152 2.0475 1.3 0.5 -1.2
O -0.0331 -0.1348 1.8914 -1.0 0.1 0.5
O -2.0365 -0.1795 3.1151 -0.4 -0.3 0.5
H -1.3789 -1.8216 -1.9136 0.3 -1.5 -0.6
H -3.2714 -0.9146 -0.6762 0.0 -0.6 -0.7
H 0.0601 0.4075 -2.4870 0.4 0.7 -2.3
H -2.8007 1.8896 -0.6726 0.3 -0.2 0.0
H 1.8429 -1.7591 2.1827 0.5 -0.2 -1.1
H 2.6985 -0.2958 1.8025 0.4 -0.8 -0.7
H 2.7088 -1.6145 0.4324 -0.3 0.3 1.3
H 2.4478 0.3614 -1.6826 -0.1 1.5 0.8
H 2.4452 1.2464 -0.1207 1.5 0.2 1.1
H 1.8458 2.0729 -1.4347 -0.8 0.4 -0.7

=====

3.
15
Properties=species:S:1:pos:R:3:forces:R:3 method="wB97M-V/def2-TZVPD" homo_energy_ev=-14.95 max_force_ev_per_a=0.5 multiplicity=1 total_energy_ev=-9855.0410 orbital_gap_ev=10.02 total_charge=+1
O 1.9056 1.2557 -0.3964 0.1 -0.2 -0.4
C 1.3392 1.9296 0.3974 -0.2 0.1 0.2
O 0.2354 1.4194 1.0165 0.0 -0.1 0.4
H 1.5944 2.9599 0.6635 0.0 0.0 0.1
H 0.0427 1.8271 1.8747 0.0 0.2 -0.2
C -1.6514 -1.3706 -0.3630 0.3 -0.3 0.2
C -2.5040 -0.6918 0.3723 -0.2 0.1 -0.1
C 0.6002 -1.7840 -1.0121 0.2 0.1 0.1
N -0.2502 -1.1070 -0.3522 0.0 0.1 -0.3
H -1.9269 -2.2118 -0.9793 0.0 0.0 -0.1
H -2.2118 0.1187 1.0180 0.0 0.1 0.1
H -3.5484 -0.9495 0.2946 -0.1 0.0 0.1
H 1.6393 -1.4748 -0.9989 -0.1 0.0 0.0
H 0.2605 -2.6500 -1.5599 0.1 -0.1 -0.1
H 0.0891 -0.2713 0.1396 -0.2 0.0 0.1

=====

4.
33
Properties=species:S:1:pos:R:3:forces:R:3 method="wB97M-V/def2-TZVPD" s_squared=3.793 homo_energy_ev="-15.52 / -15.63" max_force_ev_per_a=5.3 multiplicity=4 total_energy_ev=-20434.8018 orbital_gap_ev="6.89 / 6.02" total_charge=+2
Re 1.1193 -0.9979 -0.8133 -4.0 2.6 2.2
C 2.7605 -1.9659 -1.6789 0.8 -1.0 -0.9
H 2.6476 -2.7907 -2.3779 0.2 0.0 -0.1
H 2.2923 -1.0251 -2.1810 1.6 -0.8 -0.8
H 3.7896 -1.7575 -1.4083 0.1 -0.1 0.0
H 2.1859 -2.3330 -0.6581 2.1 -0.9 -0.9
H 1.3746 -1.9317 0.5068 0.0 0.3 0.3
C 3.3808 2.7663 -0.4641 -0.2 -0.6 0.0
C 2.3634 3.6015 0.0165 0.1 -0.4 0.0
C 1.0945 3.0743 0.2592 -0.3 -0.9 -0.1
C 0.8198 1.7024 0.0486 1.2 1.3 -0.1
C 1.8556 0.7966 -0.4277 0.1 2.0 0.3
C 3.1352 1.4022 -0.6813 -0.3 -0.5 0.1
C -0.4869 1.1446 0.2915 -1.5 -1.0 0.0
C -1.6420 1.7936 0.7639 0.6 0.3 -0.1
C -2.7934 1.0842 1.0142 -0.1 0.0 0.0
C -2.8468 -0.3040 0.7838 0.3 -1.1 -0.1
C -3.9424 -1.1558 1.0946 -0.1 -0.2 -0.1
C -3.8431 -2.5303 0.9163 -0.3 0.6 0.1
C -2.6549 -3.1179 0.4389 0.9 0.4 -0.5
C -1.5637 -2.3113 0.1028 -1.0 -0.7 0.1
C -1.6754 -0.9345 0.2628 0.0 0.7 0.5
N -0.5531 -0.1802 0.0103 -0.1 0.7 0.2
H 4.3765 3.1721 -0.6570 -0.3 -0.2 0.0
H 2.5652 4.6537 0.2176 -0.1 -0.3 -0.1
H 0.2973 3.7283 0.6224 0.4 -0.2 -0.1
H 3.9434 0.7600 -1.0347 -0.1 0.3 0.1
H -1.5874 2.8622 0.9377 -0.2 -0.2 0.1
H -3.6692 1.5841 1.4212 0.1 0.0 -0.1
H -4.8623 -0.7047 1.4822 0.3 -0.3 -0.2
H -4.6997 -3.1711 1.1419 0.3 0.3 0.0
H -2.5800 -4.1957 0.3151 -0.1 0.2 0.1
H -0.6013 -2.7189 -0.2659 -0.6 -0.2 0.2

=====

5.
119
Properties=species:S:1:pos:R:3:forces:R:3 method="wB97M-V/def2-TZVPD" homo_energy_ev=-1.46 max_force_ev_per_a=2.9 multiplicity=1 total_energy_ev=-105235.0810 orbital_gap_ev=5.17 total_charge=-2
Cs -0.2580 0.2248 0.4199 -0.1 -0.5 -2.2
C -1.0460 -4.5147 -3.9734 0.0 0.0 0.0
C -0.6237 -3.0570 -4.1391 0.0 0.0 0.1
C 0.8459 -2.9898 -4.5629 0.0 0.0 0.0
P -0.8406 -1.9088 -2.6665 -0.2 0.1 -0.2
C -2.6841 -1.5922 -2.5974 0.1 0.0 0.0
C -3.7442 -2.6926 -2.5568 0.0 0.0 0.0
C -3.0031 -0.6522 -3.7672 0.0 0.0 0.0
C -0.3873 -3.0098 -1.2766 0.0 0.0 0.0
C -1.1559 -4.0710 -0.7896 0.0 -0.1 0.1
C -0.7447 -4.8856 0.2589 -0.1 0.0 0.0
C -1.5953 -6.0270 0.7525 0.0 0.0 0.0
C 0.4949 -4.5970 0.8460 0.0 0.0 0.0
C 1.2985 -3.5854 0.3759 0.0 0.0 0.0
C 0.9157 -2.7807 -0.7351 0.0 0.0 0.0
N 1.6532 -1.7662 -1.2208 0.0 0.0 -0.1
C 2.9972 -1.7827 -1.3197 0.0 -0.1 0.0
C 3.7824 -2.9651 -1.3865 0.0 0.0 0.0
C 5.1295 -2.9316 -1.6769 0.0 0.0 0.0
C 5.7988 -1.7347 -1.9243 0.1 0.0 0.0
C 7.2736 -1.6971 -2.2327 0.0 0.0 0.0
C 5.0452 -0.5675 -1.8564 0.0 -0.1 0.0
C 3.6934 -0.5543 -1.5354 0.0 0.0 0.0
P 2.6911 0.9731 -1.4855 0.2 0.1 -0.2
C 3.6953 2.1991 -0.4838 0.0 0.0 0.0
C 5.0563 2.6935 -0.9710 0.0 0.0 0.0
C 3.7993 1.6565 0.9423 0.0 0.0 0.0
C 2.9611 1.5703 -3.2348 0.0 0.0 0.1
C 2.3336 0.5484 -4.1814 0.0 0.0 0.0
C 2.3408 2.9490 -3.4390 0.0 0.0 0.0
H -0.9115 -5.0565 -4.9167 0.0 0.0 0.0
H -2.0880 -4.6175 -3.6688 0.1 0.0 0.0
H -0.4288 -5.0026 -3.2164 0.0 0.0 0.0
H -1.2363 -2.5984 -4.9247 0.0 0.0 0.0
H 1.4955 -3.3150 -3.7447 0.0 0.0 0.0
H 1.1353 -1.9708 -4.8177 0.0 0.0 0.0
H 1.0336 -3.6378 -5.4265 0.0 0.0 0.0
H -2.7804 -0.9863 -1.6876 0.0 0.0 0.0
H -3.6985 -3.3286 -3.4457 0.0 0.0 0.0
H -4.7328 -2.2230 -2.5404 0.0 0.0 0.0
H -3.6757 -3.3231 -1.6716 0.0 0.0 0.0
H -3.0882 -1.2102 -4.7067 0.0 0.0 0.0
H -2.2291 0.1081 -3.8856 0.0 0.0 0.0
H -3.9418 -0.1334 -3.5699 0.0 0.0 0.0
H -2.1140 -4.2832 -1.2459 0.0 0.0 0.0
H -2.6219 -5.9351 0.3929 0.0 0.0 0.0
H -1.6266 -6.0548 1.8447 0.0 0.0 0.0
H -1.2121 -6.9947 0.4123 0.0 0.0 0.0
H 0.8213 -5.1736 1.7078 0.0 0.0 0.0
H 2.2245 -3.3400 0.8825 0.0 0.0 0.0
H 3.2965 -3.9217 -1.2398 0.0 0.0 0.0
H 5.6793 -3.8684 -1.7308 0.0 0.0 0.0
H 7.6399 -2.6890 -2.5070 0.0 0.0 0.0
H 7.8635 -1.3573 -1.3748 0.0 0.0 0.0
H 7.4931 -1.0207 -3.0636 0.0 0.0 0.0
H 5.5409 0.3695 -2.0851 0.0 0.0 0.0
H 3.0226 3.0679 -0.4633 0.0 0.0 0.0
H 5.8237 1.9333 -0.8234 0.0 0.0 0.0
H 5.3568 3.5702 -0.3874 0.0 0.0 0.0
H 5.0522 2.9812 -2.0252 0.0 0.0 0.0
H 4.3739 0.7274 0.9620 0.0 0.0 0.0
H 2.8218 1.4266 1.3679 0.0 0.0 0.0
H 4.2963 2.3805 1.5966 0.0 0.0 0.0
H 4.0364 1.6238 -3.4421 0.0 0.0 0.0
H 1.2753 0.4056 -3.9436 0.0 0.0 0.0
H 2.8237 -0.4210 -4.0806 0.0 0.0 0.0
H 2.4181 0.8780 -5.2230 0.0 0.0 0.0
H 1.2624 2.9014 -3.2698 0.0 0.0 0.0
H 2.5032 3.2996 -4.4635 0.0 0.0 0.0
H 2.7576 3.6947 -2.7578 0.0 0.0 0.0
O -4.1642 1.5233 -1.5748 0.0 0.0 0.0
C -3.4827 1.7590 -0.5685 0.0 0.1 0.2
O -2.5773 1.0571 -0.0418 -1.5 0.5 -0.5
C -3.7197 3.0898 0.1525 0.0 -0.1 0.0
C -4.1488 4.1776 -0.6029 0.0 0.0 0.0
C -4.3042 5.4277 -0.0309 0.0 0.0 0.0
C -4.0572 5.5922 1.3260 0.0 0.0 0.0
C -3.6662 4.5052 2.0910 0.0 0.0 0.0
C -3.4839 3.2423 1.5227 0.0 0.1 0.0
P -3.0016 1.7918 2.5725 -0.1 0.0 0.1
C -3.9653 2.2736 4.0869 0.0 0.0 0.0
C -3.5589 3.1079 5.1284 0.0 -0.1 0.0
C -4.4074 3.3862 6.1911 0.0 0.0 0.0
C -5.6839 2.8424 6.2316 0.0 0.0 0.0
C -6.1041 2.0120 5.2031 0.0 0.0 0.0
C -5.2480 1.7270 4.1492 0.0 0.0 0.0
C -1.3115 2.2811 3.0985 -0.1 0.1 0.1
C -0.7872 1.7231 4.2661 0.0 0.0 0.0
C 0.4885 2.0433 4.6945 0.0 0.0 0.0
C 1.2766 2.9101 3.9499 0.0 0.0 0.0
C 0.7773 3.4558 2.7798 0.1 -0.1 0.0
C -0.5090 3.1426 2.3605 -0.2 0.1 0.0
H -4.3511 4.0034 -1.6525 0.0 0.0 0.0
H -4.6172 6.2713 -0.6360 0.0 0.0 0.0
H -4.1732 6.5645 1.7912 0.0 0.0 0.0
H -3.4960 4.6464 3.1516 0.0 0.0 -0.1
H -2.5696 3.5458 5.1083 0.1 0.0 0.0
H -4.0692 4.0364 6.9899 0.0 0.0 0.0
H -6.3445 3.0608 7.0626 0.0 0.0 0.0
H -7.0949 1.5736 5.2274 0.0 0.0 0.0
H -5.5682 1.0576 3.3577 0.0 0.0 0.0
H -1.3825 1.0164 4.8350 0.0 0.0 0.0
H 0.8989 1.5677 5.5740 0.0 0.0 0.0
H 2.2937 3.1120 4.2598 0.0 0.0 0.0
H 1.3948 4.1103 2.1745 0.0 0.0 0.0
H -0.9084 3.5784 1.4538 0.0 0.0 0.0
O 0.1524 4.7757 -0.9271 0.0 0.0 0.0
C 0.0177 3.6569 -0.9299 -0.1 0.0 0.0
N -2.2713 -2.5843 1.8368 0.0 0.0 0.0
C -2.9019 -2.2288 2.7458 0.0 0.0 0.0
H -1.7408 -2.9697 1.0627 0.0 0.0 0.0
C 0.7835 -2.0158 3.8345 0.1 0.1 -0.1
S 1.9598 -0.8110 3.2156 0.0 -0.3 0.3
O 2.9542 -1.5724 2.4799 0.0 0.0 0.0
O 2.4742 -0.1320 4.3980 0.0 0.0 0.0
O 1.1433 0.0555 2.3442 1.7 -0.3 2.3
H 1.2916 -2.6537 4.5556 0.0 0.0 0.0
H 0.4220 -2.6079 2.9954 0.0 0.0 0.0
H -0.0429 -1.4855 4.3059 0.0 0.0 0.0

=====

6.
112
Properties=species:S:1:pos:R:3:forces:R:3 method="wB97M-V/def2-TZVPD" homo_energy_ev=-9.44 max_force_ev_per_a=0.6 multiplicity=1 total_energy_ev=-163908.0728 smiles="CCCON(P(O)(O)=S)S(=O)(=O)F.O=S1(=O)CCCC1.O=S1(=O)CCCC1.O=S1(=O)CCCC1.O=S1(=O)CCCC1.O=S1(=O)CCCC1.O=S1(=O)CCCC1" orbital_gap_ev=9.79 total_charge=0
C -4.2190 1.6533 -0.1678 0.2 0.1 0.3
C -2.7980 1.1829 0.1469 -0.1 -0.2 -0.1
C -1.7666 1.4876 -0.9330 -0.5 -0.2 -0.2
O -0.7378 2.4654 -0.5871 0.1 0.0 0.0
N -1.2602 3.5672 0.1152 0.1 0.0 0.3
P -1.3668 4.9407 -0.9466 -0.1 0.0 -0.2
O -1.0502 6.1695 0.0135 -0.2 -0.2 0.0
O -0.0248 4.7955 -1.7720 0.1 0.1 0.1
S -3.0191 5.0487 -1.8806 0.1 -0.1 0.0
S -0.5304 3.6129 1.6164 -0.1 0.0 -0.2
O -0.5380 2.3067 2.1561 0.0 0.0 0.1
O 0.6395 4.4122 1.6452 0.1 0.1 0.1
F -1.6475 4.4325 2.3266 0.1 0.0 0.0
H -4.9100 1.1003 0.4641 -0.1 0.0 -0.1
H -4.4851 1.4696 -1.2089 0.0 0.0 0.0
H -4.3595 2.7120 0.0577 0.0 0.0 -0.2
H -2.4892 1.5692 1.1177 0.0 -0.1 -0.1
H -2.8359 0.0949 0.2513 0.1 0.0 0.0
H -1.1940 0.5980 -1.1901 0.2 0.1 0.0
H -2.2630 1.8304 -1.8458 0.1 0.1 0.1
H -1.8703 6.6678 0.1494 0.1 0.1 0.0
H 0.2654 3.8702 -1.8320 -0.1 0.0 0.0
O -3.5382 -1.8650 1.9820 0.0 0.0 -0.1
S -3.1627 -1.0446 3.1067 0.0 0.0 0.2
O -3.5215 0.3499 3.1446 -0.1 0.0 0.0
C -3.7188 -1.8501 4.6083 0.1 -0.1 0.1
C -2.5496 -2.7460 5.0025 0.0 0.0 0.0
C -1.2829 -1.9041 4.7896 0.0 0.0 0.0
C -1.3999 -1.2414 3.4125 0.1 0.0 0.1
H -4.6433 -2.3803 4.3921 0.0 0.0 -0.1
H -3.8946 -1.0675 5.3461 0.0 0.0 0.0
H -2.6413 -3.0865 6.0329 0.0 0.0 0.0
H -2.5250 -3.6273 4.3580 0.0 0.0 0.0
H -1.2177 -1.1381 5.5646 0.0 0.0 0.0
H -0.3808 -2.5109 4.8516 0.0 0.0 0.0
H -0.9425 -0.2553 3.3607 0.0 0.0 0.0
H -1.0120 -1.8742 2.6157 -0.1 0.0 0.0
O 0.4222 -0.9359 -2.3697 -0.1 -0.1 0.0
S 1.4608 -1.4466 -1.5061 0.1 0.2 0.2
O 1.3746 -2.7970 -1.0010 -0.1 -0.1 0.0
C 3.0496 -1.1707 -2.2679 0.1 0.0 0.0
C 3.4612 0.2120 -1.7793 -0.1 0.0 0.1
C 3.1098 0.2566 -0.2854 0.0 0.0 0.0
C 1.6873 -0.2947 -0.1347 0.1 0.0 0.1
H 2.9457 -1.2345 -3.3463 -0.1 -0.1 0.1
H 3.7206 -1.9465 -1.8955 0.0 0.0 0.0
H 4.5208 0.3884 -1.9540 0.0 0.0 0.0
H 2.9030 0.9742 -2.3270 0.0 0.0 0.0
H 3.8090 -0.3699 0.2718 0.0 0.0 0.0
H 3.1773 1.2657 0.1197 0.0 0.0 0.0
H 1.5330 -0.8400 0.7934 -0.1 0.0 0.0
H 0.9321 0.4832 -0.2361 0.0 0.0 0.0
O 5.4608 4.3498 5.0548 0.0 0.0 0.0
S 4.4060 5.2540 5.4396 0.0 0.0 0.0
O 3.9672 5.3083 6.8107 0.0 0.0 0.0
C 4.8216 6.8988 4.8585 0.0 0.1 -0.1
C 4.2294 6.9578 3.4552 0.0 -0.1 0.0
C 2.8408 6.3128 3.5568 0.0 0.0 0.0
C 2.9982 5.0087 4.3434 -0.1 0.0 -0.1
H 5.9023 7.0122 4.9009 0.0 0.0 0.0
H 4.3417 7.6088 5.5318 0.0 0.0 0.0
H 4.1752 7.9821 3.0892 0.0 0.0 0.0
H 4.8564 6.3879 2.7661 0.0 0.0 0.0
H 2.1642 6.9858 4.0877 0.0 0.0 0.0
H 2.4073 6.1173 2.5779 0.0 0.0 0.0
H 2.1341 4.7657 4.9565 0.0 0.0 0.0
H 3.2392 4.1666 3.6976 0.1 0.0 0.0
O -7.3389 1.3022 -0.4428 0.1 0.0 -0.1
S -7.4671 -0.1110 -0.6925 -0.3 -0.1 0.0
O -6.4522 -0.8403 -1.4047 0.1 0.1 -0.1
C -7.8371 -0.9276 0.8590 0.0 0.0 0.1
C -9.3561 -0.8566 0.9628 0.0 0.0 0.0
C -9.8913 -1.2005 -0.4345 0.0 0.0 0.0
C -9.0832 -0.3830 -1.4479 -0.1 -0.2 0.0
H -7.3024 -0.4074 1.6510 0.0 0.0 0.0
H -7.4802 -1.9542 0.7770 0.0 0.0 0.0
H -9.7334 -1.5421 1.7206 0.0 0.0 0.0
H -9.6610 0.1541 1.2420 0.0 0.0 0.0
H -9.7527 -2.2666 -0.6248 0.0 0.0 0.0
H -10.9557 -0.9869 -0.5229 0.0 0.0 0.0
H -8.9324 -0.8966 -2.3942 0.0 0.0 0.0
H -9.5131 0.6011 -1.6225 0.0 0.0 0.0
O 4.9063 -4.5407 0.1259 0.0 0.0 0.0
S 4.3040 -5.5921 0.9088 -0.1 0.0 0.0
O 4.6702 -5.7581 2.2925 0.0 0.0 0.0
C 2.5264 -5.4958 0.7421 -0.1 0.1 -0.1
C 2.2185 -6.3507 -0.4799 0.1 0.0 0.0
C 3.0845 -7.6111 -0.3421 0.0 0.0 0.0
C 4.5000 -7.1519 0.0245 0.0 -0.1 0.0
H 2.2433 -4.4510 0.6262 0.0 0.0 0.0
H 2.0928 -5.9126 1.6513 0.0 0.0 0.0
H 1.1574 -6.5877 -0.5370 0.0 0.0 0.0
H 2.4867 -5.8031 -1.3855 0.0 0.0 0.0
H 2.6844 -8.2450 0.4516 0.0 0.0 0.0
H 3.0927 -8.1993 -1.2589 0.0 0.0 0.0
H 5.0268 -7.8429 0.6778 0.0 0.0 0.0
H 5.1054 -6.9393 -0.8546 0.0 0.1 0.0
O 3.7199 -0.1449 -4.9862 0.1 0.1 -0.2
S 4.0587 0.1062 -6.3689 0.0 0.0 0.0
O 4.1989 1.4592 -6.8359 0.0 0.0 0.0
C 5.5131 -0.8544 -6.7793 0.1 -0.1 0.0
C 4.9538 -2.1913 -7.2526 0.0 0.0 0.0
C 3.7557 -1.8534 -8.1510 0.0 0.0 0.0
C 2.9122 -0.8084 -7.4130 0.0 -0.1 -0.1
H 6.1455 -0.9151 -5.8967 0.0 0.1 0.0
H 6.0316 -0.3238 -7.5777 0.0 0.0 0.0
H 5.7089 -2.7696 -7.7828 0.0 0.0 0.0
H 4.6231 -2.7793 -6.3937 0.0 0.0 0.0
H 4.1126 -1.4407 -9.0964 0.0 0.0 0.0
H 3.1624 -2.7369 -8.3812 0.0 0.0 0.0
H 2.4246 -0.0961 -8.0737 0.0 0.0 0.0
H 2.1761 -1.2616 -6.7514 0.0 0.0 0.0

=====

> Which of these has the highest multiplicity?

C16H15NRe